(1)
Molecular formula: C2H2Br2Cl2
Method: DFT, ωB97M-V/def2-TZVPD

Orbital gap (alpha / beta) ... 6.7 / 8.9 eV
ΔE to the lowest compared entry with this formula, charge and spin ... 377.9 kJ/mol
Calculated total energy ... -167232.304 eV
LUMO level (alpha / beta) ... -1.466 / -0.262 eV

```
8
Properties=species:S:1:pos:R:3:lowdin_charge:R:1
C -1.235 -0.084 1.062 -1.163
C 0.640 0.114 -1.209 -1.013
Cl -0.395 0.879 2.183 0.548
Cl -1.238 -1.730 1.182 0.598
Br 1.557 1.628 -0.319 0.483
Br 1.463 -1.506 -0.746 0.580
H -1.506 0.402 0.141 -0.003
H 0.713 0.296 -2.293 -0.029
```

(2)
Molecular formula: C2H2Br2I2
Method: DFT, ωB97M-V/def2-TZVPD

Orbital gap ... 9.1 eV
ΔE to the lowest compared entry with this formula, charge and spin ... 0.0 kJ/mol
Calculated total energy ... -158391.988 eV
LUMO level ... -0.365 eV

```
8
Properties=species:S:1:pos:R:3:lowdin_charge:R:1
C 0.128 -0.723 -0.109 -1.371
C -0.084 0.658 0.341 -1.409
Br -1.236 -1.886 0.718 0.569
Br -1.727 1.524 -0.158 0.590
I -0.008 -0.966 -2.246 0.740
I 1.656 1.803 -0.274 0.763
H 1.204 -0.964 0.221 0.044
H 0.068 0.555 1.508 0.075
```

(3)
Molecular formula: C2H2Br2OS
Method: DFT, ωB97M-V/def2-TZVPD

Orbital gap ... 8.6 eV
ΔE to the lowest compared entry with this formula, charge and spin ... 217.7 kJ/mol
Calculated total energy ... -155071.353 eV
SMILES string ... S=C(CBr)OBr
LUMO level ... -0.774 eV

```
8
Properties=species:S:1:pos:R:3:lowdin_charge:R:1
S -2.219 1.001 0.626 0.755
C -0.786 0.538 0.038 -0.966
C 0.228 -0.713 0.514 -0.547
Br 0.696 -1.943 -0.981 0.563
O -0.291 1.295 -0.922 -0.739
Br 1.335 1.483 -1.539 0.851
H 1.210 -0.387 0.929 0.049
H -0.172 -1.274 1.337 0.034
```

(4)
Molecular formula: C2H2Br2Si
Method: DFT, ωB97M-V/def2-TZVPD

Orbital gap ... 8.5 eV
ΔE to the lowest compared entry with this formula, charge and spin ... 70.8 kJ/mol
Calculated total energy ... -150067.941 eV
LUMO level ... -1.174 eV

```
7
Properties=species:S:1:pos:R:3:lowdin_charge:R:1
C 1.381 -0.467 -0.554 -0.014
C 1.615 0.348 0.257 -0.021
Si -1.935 0.092 1.212 -0.037
Br -2.286 -1.642 -0.294 0.009
Br -1.859 1.796 -0.310 0.042
H 1.340 -1.402 -1.000 0.013
H 1.743 1.275 0.690 0.009
```

(5)
Molecular formula: C2H2Br3F
Method: DFT, ωB97M-V/def2-TZVPD

Orbital gap (alpha / beta) ... 5.1 / 8.3 eV
ΔE to the lowest compared entry with this formula, charge and spin ... 218.5 kJ/mol
Calculated total energy ... -214948.412 eV
LUMO level (alpha / beta) ... -3.547 / -2.086 eV

```
8
Properties=species:S:1:pos:R:3:lowdin_charge:R:1
C -0.200 -0.447 0.043 -0.615
C -0.912 -1.471 -0.622 -0.950
F -0.842 -1.601 -1.942 0.032
Br 1.689 -1.314 0.216 0.542
Br -2.866 1.173 -0.062 -0.015
Br -1.497 -2.998 0.193 0.886
H -0.351 -0.086 1.099 0.076
H -0.234 0.353 -0.705 0.045
```

(6)
Molecular formula: C2H2Br4O2S
Method: DFT, ωB97M-V/def2-TZVPD

Orbital gap ... 8.9 eV
Calculated total energy ... -297205.423 eV
LUMO level ... -1.042 eV

```
11
Properties=species:S:1:pos:R:3:lowdin_charge:R:1
C 0.623 0.325 -0.995 -1.176
C 1.334 -0.178 0.258 -1.248
O -3.287 0.752 0.770 -0.423
O -1.581 -0.661 1.637 -0.484
S -2.879 -0.564 0.996 0.779
Br -0.114 2.085 -0.794 0.662
Br 1.815 -1.971 -0.184 0.671
Br 2.886 0.973 0.367 0.663
Br -0.975 -0.905 -1.497 0.528
H 1.207 0.292 -1.850 -0.007
H 0.972 -0.149 1.293 0.034
```

(7)
Molecular formula: C2H2Br6
Method: DFT, ωB97M-V/def2-TZVPD

Orbital gap ... 9.8 eV
ΔE to the lowest compared entry with this formula, charge and spin ... 60.6 kJ/mol
Calculated total energy ... -422359.989 eV
LUMO level ... -0.556 eV

```
10
Properties=species:S:1:pos:R:3:lowdin_charge:R:1
C -2.450 2.438 1.057 -1.488
Br -0.972 3.546 1.762 0.533
Br -3.402 3.365 -0.473 0.467
Br -3.853 2.141 2.400 0.513
H -2.207 1.447 0.674 -0.025
C 2.640 -2.415 -1.054 -1.492
Br 3.797 -4.011 -0.893 0.499
Br 1.622 -2.121 0.548 0.574
Br 1.548 -2.833 -2.764 0.441
H 3.277 -1.555 -1.258 -0.023
```

(8)
Molecular formula: C2H2BrCl3
Method: DFT, ωB97M-V/def2-TZVPD

Orbital gap ... 11.1 eV
ΔE to the lowest compared entry with this formula, charge and spin ... 0.0 kJ/mol
Calculated total energy ... -109715.944 eV
SMILES string ... ClCC(Cl)(Cl)Br
LUMO level ... 0.316 eV

```
8
Properties=species:S:1:pos:R:3:lowdin_charge:R:1
Cl 1.636 0.465 -1.255 0.566
C 0.120 0.035 -0.502 -0.731
C -1.139 0.054 -1.591 -1.686
Cl -1.203 1.627 -2.393 0.544
Cl -0.755 -1.202 -2.795 0.528
Br -2.801 -0.359 -0.713 0.660
H 0.163 -0.958 -0.060 0.059
H -0.139 0.774 0.263 0.060
```

(9)
Molecular formula: C2H2BrClO
Method: DFT, ωB97M-V/def2-TZVPD

Orbital gap ... 9.4 eV
ΔE to the lowest compared entry with this formula, charge and spin ... 218.3 kJ/mol
Calculated total energy ... -86716.205 eV
SMILES string ... Cl/C=C/OBr
LUMO level ... -0.469 eV

```
7
Properties=species:S:1:pos:R:3:lowdin_charge:R:1
Cl 0.584 -0.968 -2.258 0.640
C 0.230 0.099 -0.977 -0.580
C 0.269 -0.289 0.286 -0.271
O 0.023 0.740 1.345 -0.703
Br -1.570 0.579 2.195 0.730
H -0.005 1.111 -1.264 0.080
H 0.469 -1.271 0.673 0.104
```

(10)
Molecular formula: C2H2BrF2N
Method: DFT, ωB97M-V/def2-TZVPD

Orbital gap (alpha / beta) ... 6.7 / 7.7 eV
Calculated total energy ... -79068.177 eV
LUMO level (alpha / beta) ... 0.794 / -3.103 eV
2S+1 ... 3

```
8
Properties=species:S:1:pos:R:3:lowdin_spin:R:1
C 0.410 0.683 0.252 0.616
C -0.128 -0.981 -0.185 0.156
N -0.588 1.375 0.458 0.940
F -1.269 -1.303 0.377 0.021
F 0.827 -1.806 0.286 0.042
Br -0.183 -1.149 -2.113 0.086
H 1.477 0.821 0.230 0.084
H -0.545 2.360 0.695 0.055
```

(11)
Molecular formula: C2H2BrF3
Method: DFT, ωB97M-V/def2-TZVPD

Orbital gap (alpha / beta) ... 8.6 / 9.2 eV
ΔE to the lowest compared entry with this formula, charge and spin ... 398.1 kJ/mol
Calculated total energy ... -80297.325 eV
LUMO level (alpha / beta) ... 0.246 / 0.800 eV

```
8
Properties=species:S:1:pos:R:3:lowdin_charge:R:1
C -1.137 -0.218 0.791 -0.253
C 1.107 1.085 0.513 -0.718
F -1.001 -0.806 1.995 0.039
F -1.945 0.762 0.835 0.128
F 0.695 2.343 0.599 -0.057
Br 2.110 0.310 1.849 0.729
H -1.049 -0.769 -0.069 0.096
H 1.455 0.997 -0.480 0.035
```

(12)
Molecular formula: C2H2BrF3O
Method: DFT, ωB97M-V/def2-TZVPD

Orbital gap (alpha / beta) ... 5.8 / 6.8 eV
ΔE to the lowest compared entry with this formula, charge and spin ... 241.5 kJ/mol
Calculated total energy ... -82342.964 eV
LUMO level (alpha / beta) ... 0.473 / -4.412 eV
2S+1 ... 3

```
9
Properties=species:S:1:pos:R:3:lowdin_spin:R:1
C -0.215 0.474 -0.110 0.474
C 0.475 -0.887 -0.114 0.041
O -0.990 0.562 1.001 0.060
F 1.404 -0.979 -1.069 0.002
F 1.064 -1.147 1.050 0.005
F -0.414 -1.861 -0.342 0.023
Br 1.138 1.888 -0.226 1.308
H -0.953 0.574 -1.196 0.078
H -1.510 1.377 1.007 0.009
```

(13)
Molecular formula: C2H2BrFO
Method: DFT, ωB97M-V/def2-TZVPD

Orbital gap ... 9.4 eV
ΔE to the lowest compared entry with this formula, charge and spin ... 149.2 kJ/mol
Calculated total energy ... -76911.166 eV
LUMO level ... -0.491 eV

```
7
Properties=species:S:1:pos:R:3:lowdin_charge:R:1
C -1.064 -0.278 -0.078 0.105
C 0.084 0.404 0.031 -0.610
O 1.094 -0.099 0.866 -0.538
F 0.457 1.516 -0.480 0.102
Br 2.584 -0.270 -0.161 0.822
H -2.041 -0.019 -0.463 0.070
H -1.115 -1.254 0.287 0.048
```

(14)
Molecular formula: C2H2BrN
Method: DFT, ωB97M-V/def2-TZVPD

Orbital gap ... 10.2 eV
ΔE to the lowest compared entry with this formula, charge and spin ... 257.5 kJ/mol
Calculated total energy ... -73635.504 eV
LUMO level ... -0.862 eV

```
6
Properties=species:S:1:pos:R:3:lowdin_charge:R:1
C -0.169 0.703 -0.013 -0.599
C 0.566 -1.281 0.008 -0.198
N 0.950 -2.383 -0.005 0.001
Br -2.000 0.515 0.002 0.690
H 0.287 1.390 -0.883 0.086
H 0.367 1.056 0.890 0.020
```